ORCA calculation (ωB97M-V/def2-TZVPD) on 2 unconnected molecules or ions with the total composition C24H31N2O2 in a non-equilibrium geometry.

XYZ file:
```
59
Properties=species:S:1:pos:R:3:forces:R:3:mulliken_charge:R:1
C 8.322004 -2.383706 0.301969 0.75 -0.11 0.19 -0.70
O 7.719815 -1.109944 0.189736 0.01 -0.49 -0.79 -0.32
C 6.542472 -1.156006 -0.618287 0.05 0.44 0.94 -0.49
C 6.032848 0.304425 -0.761214 -0.47 -1.32 -0.03 -0.53
C 4.500258 0.329821 -0.508181 0.93 1.10 -0.09 -0.85
C 3.979743 1.735050 -0.074576 -0.60 -1.23 0.47 -0.40
C 2.829433 1.527244 0.948589 0.09 0.69 -0.41 -0.66
C 1.758990 2.645311 0.818283 0.14 -0.30 0.30 -0.98
N 0.419220 1.991710 0.608189 -0.17 0.17 0.08 0.20
C -0.258506 2.210106 -0.513169 -0.04 0.44 -0.91 0.02
C -1.467872 1.603880 -0.768797 -0.58 -0.50 -0.14 -0.78
C -1.997652 0.737651 0.173559 -0.13 -0.17 1.21 0.63
C -3.268938 -0.012889 0.008143 0.46 0.08 -1.03 0.38
C -4.354183 0.094643 0.876012 0.73 0.16 0.06 -0.82
C -5.455196 -0.682081 0.636480 -0.68 -0.05 0.68 0.17
N -5.501408 -1.524423 -0.397628 -0.27 -0.36 -1.15 0.35
C -6.656810 -2.388548 -0.640131 0.11 -0.40 0.83 -0.49
C -7.623307 -2.079010 -1.563196 0.07 0.81 -0.53 -0.04
C -8.671996 -2.967995 -1.761344 0.39 0.46 -0.22 -0.79
C -8.695320 -4.133651 -1.030302 -1.10 -1.03 0.10 -0.33
C -7.739353 -4.445520 -0.077135 0.39 0.26 0.05 -0.83
C -6.704233 -3.551817 0.110292 0.52 -0.01 0.44 0.07
C -4.483744 -1.624444 -1.277491 0.17 0.03 -0.08 0.00
C -3.355883 -0.877743 -1.095714 0.07 0.27 0.02 -0.82
C -1.293104 0.542602 1.379795 -0.70 0.10 -0.80 -0.93
C -0.103108 1.186187 1.541595 0.41 -0.43 1.07 -0.08
H 8.217594 -2.993252 -0.611006 -0.16 0.21 0.21 0.31
H 7.953621 -2.954414 1.172602 -0.13 0.17 -0.31 0.25
H 9.401667 -2.229892 0.446101 -0.31 0.00 0.05 0.25
H 5.823973 -1.792129 -0.065020 -0.09 0.23 -0.33 0.32
H 6.724218 -1.645247 -1.589334 0.17 0.19 0.18 0.31
H 6.304779 0.618933 -1.775886 -0.16 0.43 0.36 0.29
H 6.539790 0.915974 -0.006775 0.00 -0.12 -0.27 0.37
H 4.318296 -0.370870 0.321011 -0.13 0.02 -0.37 0.46
H 4.007588 0.006839 -1.437193 -0.22 -0.19 0.45 0.16
H 3.526438 2.286306 -0.902881 0.73 0.15 0.04 0.38
H 4.745591 2.309571 0.447318 -0.07 0.22 -0.64 0.34
H 3.213517 1.552932 1.976472 -0.04 -0.26 -0.26 0.17
H 2.397227 0.534072 0.740915 -0.17 0.30 0.25 0.62
H 1.656163 3.230870 1.740427 0.10 0.00 -0.33 0.26
H 1.932700 3.333527 -0.016735 0.23 -0.01 0.35 0.45
H 0.159867 2.891707 -1.251906 0.19 -0.11 0.39 0.46
H -2.003324 1.799570 -1.695021 0.24 0.07 0.14 0.51
H -4.307946 0.772272 1.724524 -0.18 -0.16 -0.15 0.55
H -6.334834 -0.679284 1.278042 0.19 0.05 -0.19 0.47
H -7.550279 -1.147871 -2.127047 -0.11 -0.23 0.09 0.42
H -9.427026 -2.728687 -2.505706 0.07 -0.18 0.23 0.40
H -9.518791 -4.830556 -1.185969 0.19 0.14 0.00 0.39
H -7.747947 -5.351171 0.522307 -0.26 0.09 -0.26 0.40
H -5.913995 -3.746828 0.837426 -0.22 -0.02 -0.17 0.40
H -4.575844 -2.311855 -2.114402 -0.27 0.06 0.31 0.46
H -2.553161 -0.981550 -1.821757 -0.05 0.11 0.28 0.50
H -1.682465 -0.127709 2.141127 0.21 0.18 -0.06 0.50
H 0.456932 1.011874 2.459486 0.18 0.34 -0.37 0.43
C 3.944474 5.315236 1.335885 0.24 0.72 0.61 -0.73
O 3.629912 4.531790 0.286612 -0.47 -0.46 -0.05 -0.70
H 4.937412 5.127177 1.810598 0.07 -0.28 -0.18 0.21
H 3.993771 6.410170 1.140057 -0.10 -0.04 -0.27 0.24
H 3.255911 5.271639 2.220252 -0.24 -0.22 -0.02 0.17
```
Forces are in eV/Å.

Output
Total charge: +1
LUMO, eV: -5.24
Highest occupied orbital energy, Ha: -0.2670
Electronic energy, Eh: -1192.68182
Energy relative to the best compared isomer or geometry (same formula, charge and spin), eV: 6.5299

=====

ORCA calculation (ωB97M-V/def2-TZVPD) on C24H31N3O3 in the gas phase.

XYZ file:
```
61
Properties=species:S:1:pos:R:3:forces:R:3:mulliken_charge:R:1
C -2.124803 4.783710 6.041263 0.06 0.16 0.15 -0.95
O -2.378384 3.852915 5.021371 0.07 -0.24 -0.38 -0.42
C -1.502891 3.785669 3.976697 -0.14 -0.05 0.07 1.03
C -0.367541 4.562022 3.833885 -0.24 0.00 0.23 -0.48
C 0.463281 4.407936 2.730521 0.03 -0.16 -0.26 -1.48
C 0.161521 3.485838 1.749673 0.12 0.21 0.17 -0.05
C 1.028514 3.312807 0.530580 -0.05 0.02 -0.11 -1.34
N 1.084210 1.921764 0.122161 0.11 0.11 -0.07 0.43
C 1.662069 1.736558 -1.190209 -0.14 -0.16 -0.24 -1.18
C 1.534441 0.270319 -1.595306 0.12 0.29 -0.11 -0.24
N 2.238828 -0.563091 -0.639190 -0.03 -0.09 -0.14 0.05
C 2.370608 -1.947754 -1.087527 0.24 -0.05 0.21 0.32
C 3.267550 -2.757448 -0.150580 -0.22 0.09 -0.16 -2.00
C 0.999415 -2.633574 -1.178177 0.14 0.06 -0.23 0.05
O 0.346523 -2.833875 -0.170555 0.00 -0.03 0.18 -0.69
N 0.526755 -2.949464 -2.417578 -0.04 -0.03 0.09 0.39
C 1.282278 -2.857208 -3.667086 0.52 0.22 -0.28 -0.53
C 0.390077 -3.473940 -4.758225 0.00 -0.05 -0.04 -0.70
C -0.879144 -3.793116 -4.027622 0.03 0.06 0.19 0.58
C -2.052401 -4.320326 -4.519024 0.04 0.04 0.10 -0.65
C -3.107311 -4.536038 -3.641859 -0.13 -0.06 -0.06 -0.51
C -2.972624 -4.224553 -2.300118 -0.04 -0.02 -0.09 -0.62
C -1.793837 -3.694025 -1.795693 -0.01 0.04 0.26 -0.87
C -0.745164 -3.481689 -2.674389 -0.46 -0.23 -0.23 0.25
C 1.664704 -0.368953 0.681931 0.04 0.24 0.29 -0.56
C 1.803314 1.097328 1.073702 -0.05 -0.30 0.11 -0.94
C -0.984385 2.704180 1.882814 -0.21 -0.04 0.13 -0.12
C -1.812300 2.830993 2.981435 -0.11 0.02 0.11 1.08
O -2.938341 2.095331 3.199070 0.25 0.35 0.20 -0.45
C -3.265387 1.096398 2.265553 -0.05 -0.16 -0.17 -0.87
H -1.172369 4.583900 6.544646 -0.03 0.02 -0.03 0.37
H -2.124073 5.811224 5.660881 0.02 -0.05 0.01 0.37
H -2.938815 4.666310 6.755020 0.08 0.05 -0.02 0.23
H -0.107775 5.293939 4.581967 -0.03 0.05 0.11 0.38
H 1.348680 5.020881 2.647256 0.12 0.04 -0.02 0.37
H 0.590099 3.882295 -0.297509 0.11 -0.02 0.00 0.39
H 2.034170 3.728521 0.724864 -0.08 0.00 -0.03 0.33
H 1.122064 2.358255 -1.909493 0.04 0.00 0.02 0.45
H 2.730184 2.021366 -1.210924 -0.06 0.00 -0.03 0.37
H 1.985082 0.135460 -2.583137 -0.03 -0.02 0.01 0.29
H 0.462077 0.014704 -1.655754 0.02 0.01 -0.04 0.27
H 2.855181 -1.889117 -2.065451 -0.11 -0.03 0.07 0.78
H 3.604418 -3.660593 -0.654885 0.04 -0.11 0.00 0.47
H 4.133130 -2.164754 0.132215 0.10 0.06 -0.01 0.41
H 2.718776 -3.048698 0.740827 0.00 -0.04 0.07 0.36
H 1.502216 -1.809298 -3.892795 0.05 -0.13 0.01 0.11
H 2.225861 -3.401615 -3.574038 -0.06 0.12 -0.05 0.36
H 0.835433 -4.377679 -5.178714 0.03 0.05 -0.01 0.30
H 0.215001 -2.776540 -5.578645 0.06 -0.02 0.01 0.35
H -2.147471 -4.560214 -5.567728 -0.02 -0.03 -0.11 0.43
H -4.034583 -4.948107 -4.010247 -0.09 -0.04 -0.02 0.39
H -3.799135 -4.395552 -1.626738 -0.07 -0.02 0.06 0.39
H -1.693651 -3.458686 -0.750402 0.01 0.00 0.01 0.53
H 2.204637 -0.985309 1.398922 -0.06 -0.03 0.04 0.40
H 0.600594 -0.645507 0.710723 0.11 0.01 0.06 0.22
H 1.376102 1.253616 2.065967 0.05 -0.04 -0.01 0.46
H 2.874910 1.366831 1.103863 -0.05 0.03 0.03 0.29
H -1.190634 1.985928 1.107046 -0.08 -0.14 -0.06 0.46
H -2.469423 0.349634 2.177557 -0.02 0.03 -0.01 0.36
H -3.474196 1.520110 1.277369 0.03 -0.02 0.03 0.34
H -4.166060 0.619982 2.649823 0.06 0.00 -0.07 0.24
```
Forces are in eV/Å.

Output
SMILES: COc1ccc(CN2CCN([C@@H](C)C(=O)N3CCc4ccccc43)CC2)cc1OC
LUMO, eV: 0.64
Highest occupied orbital energy, Ha: -0.2873
Electronic energy, Eh: -1323.10724
Energy relative to the best compared isomer or geometry (same formula, charge and spin), eV: 2.2996

=====

ORCA calculation (ωB97M-V/def2-TZVPD) on C24H31N3O3S in the gas phase.

XYZ file:
```
62
Properties=species:S:1:pos:R:3:forces:R:3:mulliken_charge:R:1
C -1.274164 -3.327337 0.712615 0.10 -0.05 0.04 -0.93
C -2.623225 -3.368884 0.036188 0.04 0.82 -0.25 -0.64
S -2.928370 -1.782582 -0.797616 -0.02 -0.74 0.14 1.19
O -4.225748 -1.845363 -1.405243 -0.09 -0.02 0.26 -0.66
O -1.802871 -1.490535 -1.644977 0.16 0.03 0.11 -0.70
N -2.880626 -0.726483 0.502272 0.03 -0.63 -0.71 0.48
C -4.175254 -0.561402 1.148682 -0.43 -0.02 0.22 -1.53
C -5.011752 0.376396 0.331720 -0.13 0.21 -0.02 0.99
C -6.303137 0.104747 -0.083795 0.06 0.10 0.11 -0.72
C -6.964406 1.003410 -0.903007 -0.11 -0.03 0.00 -0.68
C -6.329013 2.160220 -1.321894 -0.06 0.06 -0.06 -0.57
C -5.033116 2.429055 -0.916289 0.02 -0.04 0.02 -1.03
C -4.371724 1.542959 -0.081639 -0.08 -0.02 -0.03 0.85
C -2.987799 1.773165 0.435181 -0.04 -0.12 0.14 -1.11
C -2.118496 0.504045 0.334009 0.53 0.44 -0.02 -0.50
C -1.073055 0.527503 1.464797 -0.17 -0.04 -0.19 -0.01
O -1.385296 0.940457 2.570610 -0.23 0.14 0.17 -0.72
N 0.152446 0.022462 1.221130 0.35 -0.14 0.13 0.21
C 0.725537 -0.370382 -0.047755 0.10 0.28 -0.54 -0.58
C 1.637308 0.761019 -0.552508 -0.17 -0.38 -0.03 -1.03
N 2.695334 1.039029 0.398102 0.02 0.21 0.04 0.22
C 3.915410 0.359340 0.229811 0.24 -0.04 -0.04 0.76
C 4.391598 -0.555972 1.165783 -0.08 0.01 0.06 -0.51
C 5.596139 -1.202699 0.968470 0.05 -0.03 0.02 -1.10
C 6.332987 -0.958333 -0.173372 0.01 0.00 0.02 -0.91
C 5.897618 -0.024337 -1.104417 0.01 -0.14 0.07 1.14
C 6.733570 0.255522 -2.317846 -0.02 0.01 0.05 -1.57
C 4.701401 0.661637 -0.894427 -0.06 -0.03 0.01 0.50
C 4.295724 1.751957 -1.842975 0.05 -0.04 0.06 -1.71
C 2.178451 1.273621 1.727547 -0.15 -0.12 0.23 -1.17
C 1.190090 0.200950 2.220995 0.14 0.24 0.34 -0.82
H -1.067037 -4.264887 1.224508 0.00 -0.05 0.01 0.48
H -0.503260 -3.153860 -0.033170 0.16 -0.03 0.00 0.20
H -1.248128 -2.515196 1.435188 0.09 0.00 0.11 0.17
H -2.676545 -4.124819 -0.742777 -0.12 0.02 -0.14 0.50
H -3.440958 -3.509259 0.735897 -0.16 -0.04 0.04 0.34
H -4.640837 -1.543858 1.224219 -0.12 0.08 0.18 0.47
H -3.990412 -0.168028 2.154369 -0.01 -0.14 -0.06 0.39
H -6.786463 -0.809137 0.227177 -0.05 -0.14 0.00 0.40
H -7.973664 0.795503 -1.225585 -0.08 -0.02 -0.04 0.39
H -6.842984 2.853482 -1.971449 -0.05 0.05 -0.05 0.40
H -4.535744 3.330292 -1.245629 0.06 0.09 -0.03 0.41
H -3.044613 2.040472 1.497018 0.07 0.02 -0.14 0.40
H -2.498119 2.590982 -0.095258 0.02 -0.01 0.05 0.49
H -1.657777 0.459336 -0.651593 0.03 0.13 0.16 1.14
H 1.340955 -1.260374 0.130061 -0.07 0.00 -0.06 0.39
H -0.035521 -0.627074 -0.780957 0.08 0.01 0.10 0.35
H 1.035620 1.668621 -0.685710 -0.03 -0.03 -0.10 0.14
H 2.067932 0.474311 -1.509628 0.00 0.08 -0.04 0.58
H 3.822575 -0.771762 2.056457 -0.09 -0.01 0.06 0.32
H 5.950338 -1.912182 1.702015 0.02 -0.06 0.06 0.39
H 7.262460 -1.483397 -0.338100 0.10 -0.04 -0.04 0.35
H 6.135862 0.188952 -3.225336 0.02 0.03 -0.12 0.32
H 7.157578 1.258798 -2.270121 0.05 0.07 -0.08 0.33
H 7.552881 -0.455417 -2.387801 0.05 -0.02 -0.04 0.39
H 3.898596 1.346768 -2.774366 -0.06 0.04 -0.12 0.34
H 3.543048 2.388398 -1.387565 -0.05 0.06 -0.03 0.41
H 5.159215 2.364659 -2.094452 0.02 0.06 -0.08 0.49
H 1.638482 2.228983 1.699261 0.01 -0.04 0.11 0.42
H 3.011652 1.372985 2.423832 -0.04 0.04 0.00 0.57
H 1.688539 -0.759699 2.378174 -0.01 0.04 0.01 0.37
H 0.720757 0.523220 3.151146 0.10 -0.09 -0.09 0.50
```
Forces are in eV/Å.

Output
SMILES: CCS(=O)(=O)N1Cc2ccccc2C[C@H]1C(=O)N1CCN(c2cccc(C)c2C)CC1
LUMO, eV: 0.67
Highest occupied orbital energy, Ha: -0.2892
Electronic energy, Eh: -1721.32950
Energy relative to the best compared isomer or geometry (same formula, charge and spin), eV: 0.6817

=====

ORCA calculation (ωB97M-V/def2-TZVPD) on C24H31N3O4S in the gas phase.

XYZ file:
```
63
Properties=species:S:1:pos:R:3:forces:R:3:mulliken_charge:R:1
C 2.464729 1.524600 2.336366 0.14 0.24 0.18 -0.99
N 1.599208 0.557347 1.706771 -0.20 -0.40 -0.19 -0.15
C 0.798290 0.898005 0.667576 -0.04 -0.09 0.28 0.47
S 0.571009 2.497503 0.269893 -0.06 0.94 -0.13 -0.40
N 0.165868 -0.096807 0.006091 0.25 -0.01 0.13 0.50
C 0.207145 -1.487753 0.403891 0.13 -0.40 -0.12 -1.25
C 1.316306 -2.284542 -0.313135 -0.09 0.12 0.34 -0.87
C 2.692007 -1.946300 0.163468 0.01 -0.28 0.02 -0.59
C 3.430188 -2.609149 1.111831 -0.19 -0.02 -0.03 0.59
C 3.110156 -3.814090 1.924489 0.06 0.08 -0.03 -1.58
N 4.635853 -1.973335 1.274095 0.11 -0.25 0.28 0.02
C 4.699243 -0.894091 0.434262 -0.35 0.33 -0.45 -1.10
C 5.694017 0.057553 0.249597 0.00 0.05 -0.03 -0.94
C 5.449839 1.069478 -0.647088 -0.02 0.05 -0.06 -0.77
C 4.239141 1.148657 -1.363235 -0.04 -0.03 0.00 0.43
O 4.142876 2.221168 -2.199246 0.33 -0.10 0.18 -0.50
C 2.893758 2.491581 -2.790218 -0.28 0.07 -0.09 -0.50
C 3.258018 0.189722 -1.198744 0.09 0.21 -0.17 0.29
C 3.486642 -0.841822 -0.285317 0.61 -0.06 0.25 1.80
C -0.696752 0.187137 -1.128936 -0.17 0.15 -0.18 -1.84
C -2.149994 0.052572 -0.758570 -0.13 -0.06 -0.01 -0.70
C -2.697437 0.953115 0.138084 -0.03 0.10 0.06 -0.60
C -4.019664 0.844535 0.552166 -0.08 -0.07 -0.01 1.10
O -4.582509 1.697286 1.464929 -0.11 -0.50 -0.29 -0.47
C -3.810905 2.777470 1.934367 0.15 0.19 0.12 -0.89
C -4.821060 -0.182439 0.031678 -0.23 -0.14 -0.11 0.73
O -6.127060 -0.431447 0.347922 0.53 -0.14 0.05 -0.50
C -6.968403 0.632421 0.732415 -0.37 0.25 0.17 -0.77
C -4.256273 -1.094861 -0.879563 -0.29 0.10 0.16 0.69
O -5.110631 -2.059146 -1.328452 0.03 0.33 0.27 -0.44
C -4.630236 -2.998353 -2.254620 0.10 -0.14 -0.15 -0.90
C -2.927282 -0.981179 -1.259505 0.00 -0.01 -0.11 -0.61
H 1.925929 2.464584 2.442467 0.12 -0.09 0.06 0.44
H 3.366923 1.706151 1.743138 -0.04 0.02 -0.01 0.23
H 2.746917 1.152371 3.319757 0.03 -0.04 0.02 0.34
H 1.961680 -0.386006 1.705088 -0.07 0.02 -0.01 0.06
H -0.765480 -1.917891 0.146496 0.04 0.03 0.12 0.63
H 0.320948 -1.568792 1.488117 -0.06 0.00 -0.06 0.55
H 1.122542 -3.347687 -0.159418 -0.04 -0.04 -0.09 0.51
H 1.250986 -2.084538 -1.384550 -0.06 -0.09 -0.07 0.28
H 2.157746 -4.238285 1.621269 -0.04 -0.06 0.01 0.35
H 3.883279 -4.572916 1.803576 0.00 -0.10 0.01 0.42
H 3.051391 -3.560274 2.983971 -0.04 -0.05 0.05 0.34
H 5.369419 -2.279419 1.889708 -0.07 0.02 -0.04 0.20
H 6.622962 0.010536 0.797882 0.12 0.04 0.04 0.40
H 6.181090 1.841877 -0.823234 0.10 0.09 -0.01 0.44
H 2.111648 2.602285 -2.032766 0.05 -0.05 -0.04 0.05
H 2.607741 1.711864 -3.504696 0.02 0.01 0.01 0.28
H 3.015994 3.434433 -3.320446 -0.03 -0.06 -0.02 0.26
H 2.330157 0.231423 -1.744743 -0.13 0.08 -0.07 0.24
H -0.487533 1.210594 -1.450962 0.02 -0.26 -0.03 0.82
H -0.444966 -0.503518 -1.939718 -0.02 -0.01 0.01 0.40
H -2.069028 1.742367 0.513754 0.09 0.13 0.08 0.36
H -3.487953 3.429736 1.117723 0.01 -0.04 0.02 0.35
H -2.933675 2.435282 2.491844 -0.01 0.02 -0.05 0.34
H -4.467473 3.332890 2.602790 0.08 0.00 -0.03 0.24
H -6.779432 0.950694 1.760001 -0.06 -0.03 -0.15 0.22
H -7.981864 0.238528 0.653025 0.04 0.06 -0.02 0.29
H -6.860069 1.491809 0.065722 0.00 -0.03 0.02 0.32
H -5.475298 -3.647708 -2.478150 0.08 0.01 -0.02 0.24
H -3.815567 -3.600759 -1.837174 -0.02 0.04 -0.02 0.35
H -4.289493 -2.519669 -3.179369 0.00 -0.02 0.05 0.35
H -2.495420 -1.676657 -1.961959 0.03 -0.10 -0.08 0.43
```
Forces are in eV/Å.

Output
SMILES: CNC(=S)N(CCc1c(C)[nH]c2ccc(OC)cc12)Cc1cc(OC)c(OC)c(OC)c1
LUMO, eV: 0.55
Highest occupied orbital energy, Ha: -0.2825
Electronic energy, Eh: -1796.52786
Energy relative to the best compared isomer or geometry (same formula, charge and spin), eV: 2.6554